1.
Formula: C25H20ClGaN3P
Source: the OMol25 dataset
Level of theory: wB97M-V/def2-TZVPD

For the largest force on an atom, the calculation gives 2.5 eV Å⁻¹. For the lowest unoccupied orbital energy, the calculation gives -0.30 eV. For the total energy, the calculation gives -3855.268811 hartree. Its relative energy (zero: lowest compared OMol25 entry of this formula, charge and spin) is 0.0 kcal/mol. The orbital gap is 8.2 eV.

CARTESIAN COORDINATES (ANGSTROEM)
C -2.1669 0.2076 3.1923
C -1.7942 1.4450 2.6593
C -2.4050 1.6132 1.3835
H -1.1959 2.1981 3.1677
C -3.1862 0.4801 1.0953
C -3.0709 -0.4477 2.2396
H -3.7976 -1.2255 2.4801
H -1.9282 -0.1868 4.1822
H -2.3410 2.5134 0.7756
H -3.8606 0.3486 0.2636
Ga -1.7608 -1.5152 1.1106
Cl -2.6874 -2.5666 -0.5179
P 0.4311 -0.0923 -0.4777
C -0.4239 1.0657 -1.5832
C 0.1508 2.3091 -1.8784
H 1.1134 2.5795 -1.4353
C -0.5184 3.1857 -2.7281
H -0.0553 4.1479 -2.9526
C -1.7544 2.8234 -3.2707
H -2.2671 3.5147 -3.9355
C -2.3402 1.5894 -2.9628
H -3.3047 1.3157 -3.3832
C -1.6835 0.7056 -2.1092
H -2.1320 -0.2508 -1.8287
C 1.6473 0.8593 0.4745
C 1.2540 2.0587 1.1049
H 0.2133 2.3926 1.0412
C 2.2077 2.8194 1.7750
H 1.9119 3.7686 2.2214
C 3.5302 2.3617 1.8481
H 4.2790 2.9748 2.3393
C 3.8936 1.1216 1.3115
H 4.9138 0.7568 1.3823
C 2.9411 0.3371 0.6652
H 3.1835 -0.6510 0.2681
C 1.3157 -1.2652 -1.5243
C 1.8023 -0.8037 -2.7544
H 1.5807 0.2236 -3.0654
C 2.5714 -1.6559 -3.5409
H 2.9768 -1.2746 -4.4812
C 2.8099 -2.9675 -3.1113
H 3.4227 -3.6203 -3.7304
C 2.2678 -3.4455 -1.9120
H 2.4530 -4.4697 -1.5932
C 1.4932 -2.6060 -1.1149
H 1.0278 -2.9581 -0.1920
N -0.8759 -2.7279 2.3375
C -1.3968 -3.4548 3.1380
N -1.6777 -4.3164 4.0077
C -2.8774 -4.4923 4.5444
N -3.8897 -4.7234 5.0742

Forces on the atoms, in the same order (eV/Å):
C -0.5 0.6 -0.3
C -0.5 -0.7 0.4
C -0.7 -0.8 -0.1
H 0.0 -0.3 -0.2
C 0.4 1.1 0.9
C 1.0 0.6 -0.3
H 0.1 0.3 0.0
H 0.0 0.1 -0.5
H 0.1 -0.3 0.0
H 0.1 0.0 -0.1
Ga 0.9 0.3 0.0
Cl 0.0 -0.3 -0.4
P -1.9 -0.9 1.4
C 0.0 0.2 0.0
C -0.2 -0.3 -0.1
H -0.4 0.0 -0.3
C -0.1 -0.1 0.0
H -0.3 -0.2 0.0
C 0.1 0.0 0.1
H 0.1 -0.1 0.1
C 0.3 0.1 0.1
H 0.2 0.1 0.1
C 0.5 0.3 0.1
H 0.1 0.3 -0.2
C 0.2 -0.1 0.4
C 0.3 -0.3 -0.3
H 0.5 -0.1 -0.1
C 0.1 -0.3 -0.1
H 0.2 -0.2 0.0
C -0.1 -0.1 -0.1
H -0.1 -0.1 0.0
C -0.3 0.1 0.2
H -0.1 0.1 0.1
C -0.5 0.6 -0.3
H 0.1 0.4 0.0
C 0.0 -0.2 -0.2
C 0.2 -0.2 0.3
H 0.2 -0.4 0.1
C -0.1 0.0 0.1
H -0.1 -0.3 0.3
C 0.0 0.2 0.0
H -0.1 0.1 0.2
C 0.0 0.2 -0.1
H -0.1 0.2 -0.1
C 0.1 0.8 -0.4
H 0.2 0.1 -0.2
N -0.9 -0.5 0.5
C 1.2 0.2 -0.5
N -0.2 0.4 -0.4
C -1.1 -0.3 0.8
N 1.1 0.3 -0.6

2.
Formula: C25H20ClN3O7V
Source: the OMol25 dataset
Level of theory: wB97M-V/def2-TZVPD

Its charge is +2. The spin multiplicity is 2. For the largest force on an atom, the calculation gives 1.3 eV Å⁻¹. For the lowest unoccupied orbital energy (spin up / spin down), the calculation gives -8.90 / -8.36 eV. For the total energy, the calculation gives -3059.349389 hartree. Its relative energy (zero: lowest compared OMol25 entry of this formula, charge and spin) is 10.7 kcal/mol. The orbital gap (spin up / spin down) is 6.3 / 6.9 eV.

CARTESIAN COORDINATES (ANGSTROEM)
V 0.6600 -0.7998 -0.6696
O -2.8859 -1.8124 -1.5263
C -2.0077 -1.1699 -1.0915
O -0.7922 -1.7245 -0.6215
C -1.9079 0.3208 -0.9603
C -3.0033 1.1505 -1.0539
C -2.7920 2.4979 -0.8610
C -1.5051 2.9924 -0.6043
C -1.2717 4.3771 -0.4002
C -0.0128 4.8324 -0.1591
C 1.0737 3.9246 -0.1287
C 0.8879 2.5841 -0.3201
C -0.4106 2.0925 -0.5490
N -0.6558 0.7453 -0.7240
H -3.9766 0.7271 -1.2610
H -3.6233 3.1916 -0.9039
H -2.1129 5.0575 -0.4430
H 0.1648 5.8866 0.0026
H 2.0731 4.3003 0.0490
H 1.7329 1.9125 -0.3048
O 4.9051 -0.9866 3.3508
C 3.7395 -1.2533 3.9413
O 3.6571 -1.5177 5.0996
C 2.4889 -1.1913 3.0976
C 1.1992 -1.4193 3.5958
Cl 0.7080 -1.9090 5.1158
N 0.3037 -1.2526 2.6062
N 0.9333 -0.8911 1.4591
C 2.2479 -0.8481 1.7809
C 3.1386 -0.5236 0.6430
O 4.3200 -0.4587 0.6178
O 2.3401 -0.3284 -0.4670
C -1.1431 -1.2449 2.7225
C -1.8841 -2.2050 2.0554
C -3.2647 -2.1960 2.1941
C -3.8736 -1.2589 3.0193
C -3.1077 -0.3233 3.7034
C -1.7288 -0.3073 3.5545
H 4.8312 -0.8169 2.3995
H -1.3964 -2.9820 1.4876
H -3.8582 -2.9414 1.6808
H -4.9470 -1.2777 3.1537
H -3.5802 0.3897 4.3653
H -1.1249 0.4276 4.0727
C 0.8283 -0.4502 -4.8871
C 1.4672 -1.8345 -4.7263
C 1.2938 -2.1826 -3.2519
O 0.8823 -0.8858 -2.6022
C 1.1253 0.2210 -3.5737
H -0.2485 -0.5311 -5.0344
H 1.2540 0.1077 -5.7189
H 2.5248 -1.7982 -4.9802
H 0.9890 -2.5807 -5.3551
H 2.2168 -2.5066 -2.7757
H 0.4912 -2.8863 -3.0477
H 2.1686 0.5164 -3.4700
H 0.4688 1.0403 -3.2959

Forces on the atoms, in the same order (eV/Å):
V -0.6 1.0 -0.1
O -0.1 -0.1 0.0
C 0.4 0.1 0.1
O -0.8 -0.6 -0.1
C 0.4 -0.2 0.2
C -0.1 0.1 0.0
C -0.1 0.0 0.0
C -0.1 0.1 0.0
C 0.0 0.0 0.0
C 0.1 0.0 0.0
C 0.0 0.1 0.0
C 0.0 0.0 0.0
C 0.0 -0.4 -0.1
N -0.1 0.2 0.0
H 0.0 0.0 0.0
H 0.0 0.0 0.0
H 0.0 0.0 0.0
H 0.0 0.0 0.0
H 0.0 0.0 0.0
H 0.0 0.0 0.0
O -0.3 -0.1 0.1
C 0.2 0.0 -0.1
O -0.1 0.0 0.1
C -0.1 0.2 0.2
C 0.0 -0.3 0.1
Cl 0.0 0.0 0.1
N -0.3 0.3 -0.5
N 0.6 -0.1 0.3
C -0.1 -0.1 -0.4
C -0.4 -0.1 0.1
O 0.1 0.1 0.0
O 1.2 -0.2 0.2
C 0.3 -0.1 0.0
C -0.1 -0.1 0.2
C 0.0 0.0 0.0
C 0.0 0.0 0.0
C 0.0 0.0 0.0
C -0.1 0.2 -0.1
H 0.1 0.0 -0.1
H 0.1 0.0 -0.1
H 0.0 0.0 0.0
H 0.0 0.0 0.0
H 0.0 0.0 0.0
H 0.0 -0.1 0.0
C 0.0 0.0 -0.1
C 0.0 0.0 0.0
C -0.1 0.3 0.1
O 0.1 0.0 -0.4
C 0.0 -0.3 0.2
H 0.0 0.0 0.0
H 0.0 0.0 0.0
H 0.0 0.0 0.0
H 0.0 0.0 0.0
H 0.0 0.0 0.0
H -0.1 0.0 0.0
H 0.0 0.0 0.0
H -0.1 0.0 0.0

3.
Formula: C25H20N2O2PdSTe
Source: the OMol25 dataset
Level of theory: wB97M-V/def2-TZVPD

For the largest force on an atom, the calculation gives 0.5 eV Å⁻¹. For the lowest unoccupied orbital energy (spin up / spin down), the calculation gives -1.40 / -1.39 eV. For the total energy, the calculation gives -2018.774005 hartree. Its relative energy (zero: lowest compared OMol25 entry of this formula, charge and spin) is 7.8 kcal/mol. The orbital gap (spin up / spin down) is 6.0 / 6.0 eV.

CARTESIAN COORDINATES (ANGSTROEM)
Pd 0.3018 -2.8156 -0.4319
C 2.8818 -3.4780 0.9742
C 2.8873 -4.4244 -0.0331
C 1.7440 -5.1933 -0.2590
C 0.6355 -5.0694 0.5716
C 0.6513 -4.1453 1.6330
C 1.7539 -3.3136 1.7926
H 3.7419 -2.8381 1.1188
H 3.7498 -4.5306 -0.6759
H 1.7093 -5.8844 -1.0906
H -0.2386 -5.6846 0.4015
H -0.2077 -4.0372 2.2814
H 1.7472 -2.5528 2.5613
Te -0.8716 -2.5977 -2.6526
C -2.7039 -1.8233 -1.9413
C -3.1775 -1.7165 -0.6689
C -4.4434 -1.0643 -0.6033
C -4.9080 -0.6928 -1.8246
S -3.8124 -1.1399 -3.0687
H -2.6296 -2.0446 0.2034
H -4.9714 -0.8754 0.3201
H -5.8344 -0.1981 -2.0671
O 2.2495 -0.8712 -2.3248
C 1.5928 -0.3043 -1.4830
N 1.5692 1.0376 -1.2250
C 0.6200 1.4138 -0.1965
C 0.0668 0.0150 0.1857
O -0.7793 -0.1983 1.0243
N 0.7271 -0.9140 -0.5629
C -0.4814 2.2986 -0.7728
C -1.4720 1.7296 -1.5705
C -2.4325 2.5284 -2.1695
C -2.4118 3.9044 -1.9825
C -1.4248 4.4762 -1.1963
C -0.4632 3.6761 -0.5923
C 1.2880 2.0025 1.0416
C 0.5037 2.3251 2.1476
C 1.0871 2.8454 3.2905
C 2.4601 3.0546 3.3438
C 3.2434 2.7322 2.2479
C 2.6594 2.2043 1.1018
H 1.9487 1.6869 -1.8922
H -1.5040 0.6565 -1.7264
H -3.1990 2.0689 -2.7795
H -3.1633 4.5279 -2.4495
H -1.4000 5.5482 -1.0484
H 0.2995 4.1308 0.0264
H -0.5643 2.1576 2.1075
H 0.4681 3.0902 4.1440
H 2.9142 3.4666 4.2358
H 4.3139 2.8893 2.2794
H 3.2786 1.9408 0.2547

Forces on the atoms, in the same order (eV/Å):
Pd 0.5 0.0 0.0
C 0.0 0.0 0.0
C 0.0 0.0 0.0
C 0.1 0.0 -0.2
C -0.3 0.0 0.2
C -0.2 0.0 -0.2
C 0.1 0.0 -0.1
H 0.0 0.0 0.0
H 0.0 0.0 0.0
H 0.0 0.0 0.0
H 0.0 0.0 0.1
H 0.0 -0.1 0.0
H 0.0 0.0 0.0
Te -0.2 0.0 0.3
C 0.2 -0.2 -0.2
C 0.0 0.1 0.1
C 0.1 0.0 0.0
C 0.0 -0.1 -0.1
S 0.0 0.1 0.1
H 0.0 0.0 0.0
H 0.0 0.0 0.0
H 0.0 0.0 0.0
O 0.0 0.0 0.0
C -0.2 -0.1 0.1
N 0.1 0.1 0.0
C 0.0 0.0 0.1
C 0.1 -0.1 -0.1
O 0.0 0.0 0.0
N -0.3 0.3 0.0
C 0.0 0.0 0.0
C 0.0 0.0 0.0
C 0.0 0.0 0.0
C 0.0 0.0 0.0
C 0.0 0.0 0.0
C 0.0 0.0 0.0
C 0.0 0.0 0.0
C 0.0 0.0 0.0
C 0.0 0.0 0.0
C 0.0 0.0 0.0
C 0.0 0.0 0.0
C 0.0 0.0 0.0
H 0.0 0.0 0.0
H 0.0 0.0 0.0
H 0.0 0.0 0.0
H 0.0 0.0 0.0
H 0.0 0.0 0.0
H 0.0 0.0 0.0
H 0.0 0.0 0.0
H 0.0 0.0 0.0
H 0.0 0.0 0.0
H 0.0 0.0 0.0
H 0.0 0.0 0.0